[1]
DFT (wB97M-V/def2-TZVPD) results for C30H27BrN4O2SrTe as an isolated structure.

Atoms and positions in Å:
Sr (1.691, 1.229, 1.100)
Br (-6.019, 2.370, -2.477)
C (-5.565, 3.412, -0.956)
C (-5.064, 2.782, 0.171)
C (-4.709, 3.544, 1.270)
C (-4.865, 4.926, 1.239)
C (-5.419, 5.539, 0.127)
C (-5.752, 4.783, -0.989)
N (-4.601, 5.710, 2.418)
N (-3.473, 5.719, 2.929)
C (-2.371, 5.104, 2.246)
C (-1.978, 5.502, 0.994)
C (-0.872, 4.932, 0.356)
C (-0.136, 3.900, 0.936)
O (0.850, 3.311, 0.347)
C (-0.553, 3.481, 2.263)
N (0.126, 2.446, 2.835)
C (-0.205, 2.047, 4.042)
C (-1.238, 2.643, 4.788)
C (-1.952, 3.661, 4.228)
C (-1.629, 4.111, 2.927)
H (-4.945, 1.707, 0.190)
H (-4.306, 3.066, 2.154)
H (-5.575, 6.610, 0.129)
H (-6.161, 5.257, -1.870)
H (-2.533, 6.285, 0.492)
H (-0.570, 5.279, -0.624)
H (0.366, 1.217, 4.448)
H (-1.455, 2.282, 5.784)
H (-2.763, 4.138, 4.763)
O (1.291, -1.363, 0.729)
C (-0.068, -1.746, 0.877)
C (-0.947, -0.861, 0.029)
C (-2.099, -1.351, -0.569)
C (-2.895, -0.483, -1.300)
C (-2.511, 0.842, -1.421)
C (-1.343, 1.248, -0.797)
N (-0.578, 0.418, -0.082)
H (1.774, -1.581, 1.563)
H (-0.369, -1.644, 1.927)
H (-0.210, -2.790, 0.588)
H (-2.359, -2.396, -0.467)
H (-3.800, -0.836, -1.777)
H (-3.101, 1.549, -1.986)
H (-0.994, 2.271, -0.862)
C (4.751, 3.613, -0.551)
C (4.566, 2.554, 0.501)
C (4.722, 1.202, 0.220)
C (4.483, 0.209, 1.178)
C (4.681, -1.230, 0.781)
C (4.025, 0.578, 2.458)
Te (2.963, -0.814, 3.669)
C (4.009, 1.952, 2.797)
C (3.657, 2.413, 4.184)
C (4.258, 2.906, 1.815)
H (4.956, 3.170, -1.525)
H (5.583, 4.271, -0.296)
H (3.855, 4.230, -0.635)
H (5.031, 0.901, -0.776)
H (5.400, -1.297, -0.037)
H (3.752, -1.696, 0.445)
H (5.039, -1.815, 1.627)
H (2.595, 2.272, 4.393)
H (3.896, 3.469, 4.307)
H (4.199, 1.830, 4.928)
H (4.182, 3.957, 2.074)

Summary:
energy relative to the best compared isomer or geometry (same formula, charge and spin): 0.00 kcal per mole
LUMO level: 0.0 eV
net charge: 0

=====

[2]
DFT (wB97M-V/def2-TZVPD) results for an isolated ion of composition C6H12NO5S and charge +1 in a non-equilibrium geometry.

Atoms and positions in Å:
C (0.523, -0.412, -1.125)
C (1.831, -0.498, -1.109)
C (-0.269, 0.809, -1.059)
C (0.113, -0.187, 2.129)
C (-0.228, 0.920, 1.312)
C (-1.416, 1.051, -2.110)
N (0.725, 0.040, 3.460)
O (-0.981, 0.790, 0.206)
O (-0.215, -1.558, -1.070)
O (2.593, -1.544, -0.924)
O (0.312, 2.066, 1.673)
O (-1.897, -0.084, -2.562)
S (-0.785, -1.748, 2.131)
H (-0.381, -2.122, 0.894)
H (2.437, 0.404, -1.148)
H (0.442, 1.716, -1.135)
H (-1.067, 1.667, -3.000)
H (-2.215, 1.784, -1.804)
H (1.549, -0.556, 3.734)
H (0.119, -0.220, 4.246)
H (0.977, 1.069, 3.666)
H (-0.885, -1.555, -1.726)
H (2.198, -2.399, -1.062)
H (0.475, 2.664, 0.880)
H (-2.574, -0.439, -1.928)

Summary:
structure (SMILES): [NH3+]/C(S)=C(\O)O[C@H](CO)/C(O)=C/O
energy relative to the best compared isomer or geometry (same formula, charge and spin): 3.49 kcal per mole
LUMO level: -3.4 eV
net charge: +1

=====

[3]
DFT (wB97M-V/def2-TZVPD) results for a 2-piece molecular cluster, C10H14N4O overall in a non-equilibrium geometry.

Atoms and positions in Å:
C (-8.427, -1.620, 1.195)
C (-8.358, -0.304, 1.387)
C (-8.584, -0.850, -0.859)
C (3.824, -0.022, 1.301)
C (2.694, -1.057, -0.321)
C (2.254, 0.293, -0.299)
C (-8.604, 1.560, -0.259)
C (2.108, -2.110, -1.169)
C (1.411, 0.960, -1.308)
C (3.145, 2.392, 1.157)
N (-8.560, -1.877, -0.170)
N (-8.489, 0.354, 0.139)
N (3.587, -1.134, 0.652)
N (2.855, 1.014, 0.657)
O (-8.514, 2.520, -0.862)
H (-8.286, -2.285, 2.025)
H (-8.172, 0.309, 2.333)
H (-8.667, -0.557, -1.921)
H (4.278, 0.033, 2.244)
H (1.136, -1.672, -1.651)
H (2.067, -2.999, -0.702)
H (2.835, -2.212, -2.092)
H (0.620, 1.695, -1.036)
H (0.819, 0.309, -1.862)
H (1.998, 1.635, -1.843)
H (3.347, 2.914, 0.222)
H (2.191, 2.711, 1.535)
H (3.948, 2.442, 1.793)
H (4.057, -2.014, 0.832)

Summary:
LUMO level (alpha / beta): -7.3 / -7.6 eV
net charge: +2
multiplicity: 3

=====

[4]
DFT (wB97M-V/def2-TZVPD) results for C18H17N7O2PdS2 as an isolated structure.

Atoms and positions in Å:
Pd (-0.772, -0.979, 0.626)
C (2.759, -1.153, -0.272)
N (1.869, -0.943, 0.841)
C (2.237, -1.242, 2.025)
C (1.318, -1.173, 3.127)
C (1.586, -1.203, 4.504)
C (0.343, -1.071, 5.133)
C (-0.600, -0.986, 4.091)
N (-0.022, -1.048, 2.885)
C (2.811, 0.113, -1.094)
C (1.629, 0.557, -1.690)
C (1.605, 1.749, -2.394)
C (2.762, 2.514, -2.518)
C (3.940, 2.078, -1.930)
C (3.959, 0.882, -1.218)
H (2.325, -1.941, -0.897)
H (3.770, -1.477, 0.030)
H (3.262, -1.596, 2.225)
H (2.560, -1.290, 4.968)
H (0.141, -1.052, 6.196)
H (-1.675, -0.906, 4.179)
H (0.720, -0.025, -1.538)
H (0.674, 2.093, -2.831)
H (2.739, 3.450, -3.064)
H (4.843, 2.672, -2.015)
H (4.876, 0.549, -0.741)
N (-3.945, -2.557, -1.469)
C (-3.971, -1.226, -1.357)
N (-2.974, -0.469, -0.998)
C (-3.321, 0.858, -1.007)
C (-4.597, 1.161, -1.353)
S (-5.450, -0.302, -1.722)
C (-2.288, 1.837, -0.621)
C (-2.286, 3.177, -0.835)
S (-0.852, 3.878, -0.164)
C (-0.340, 2.273, 0.333)
N (-1.176, 1.344, 0.015)
N (0.788, 2.043, 1.068)
H (-2.986, -3.035, -1.645)
H (-4.784, -3.039, -1.739)
H (-5.078, 2.125, -1.352)
H (-3.006, 3.777, -1.366)
H (1.615, 2.533, 0.764)
H (0.924, 1.032, 1.189)
O (-2.688, -5.445, -2.337)
N (-1.595, -4.880, -2.174)
O (-1.650, -3.658, -1.855)

Summary:
energy relative to the best compared isomer or geometry (same formula, charge and spin): 6.69 kcal per mole
LUMO level: 4.1 eV
net charge: -2

=====

[5]
DFT (wB97M-V/def2-TZVPD) results for a 5-piece molecular cluster, C28H62BF4N6O2 overall in a non-equilibrium geometry.

Atoms and positions in Å:
C (-6.850, -0.227, 4.197)
C (-5.535, 0.525, 3.852)
N (-4.802, -0.291, 2.886)
C (-4.054, -1.425, 3.252)
C (-3.665, -2.026, 2.160)
N (-4.217, -1.318, 1.066)
C (-4.844, -0.260, 1.546)
C (-4.103, -1.655, -0.382)
H (-6.709, -1.280, 4.417)
H (-7.484, -0.132, 3.287)
H (-7.404, 0.221, 5.003)
H (-4.876, 0.665, 4.718)
H (-5.763, 1.498, 3.434)
H (-3.770, -1.842, 4.216)
H (-3.035, -2.894, 2.074)
H (-5.430, 0.385, 0.908)
H (-3.080, -1.947, -0.418)
H (-4.216, -0.718, -0.947)
H (-4.820, -2.442, -0.568)
C (1.329, 1.804, 3.263)
C (0.527, 0.591, 3.588)
N (0.383, 0.337, 5.074)
C (0.223, 1.316, 6.002)
C (0.023, 0.697, 7.174)
N (0.031, -0.655, 6.967)
C (0.258, -0.859, 5.678)
C (-0.294, -1.666, 7.988)
H (1.743, 1.733, 2.262)
H (2.239, 1.983, 3.824)
H (0.806, 2.741, 3.301)
H (1.031, -0.256, 3.150)
H (-0.498, 0.701, 3.150)
H (0.220, 2.348, 5.772)
H (-0.361, 1.021, 8.120)
H (0.335, -1.830, 5.172)
H (-0.503, -2.594, 7.532)
H (-1.155, -1.290, 8.486)
H (0.553, -1.693, 8.670)
C (1.344, 3.118, -2.656)
C (0.589, 4.317, -3.257)
N (-0.914, 4.042, -3.479)
C (-1.595, 5.362, -3.660)
C (-1.111, 3.125, -4.706)
C (-0.776, 3.741, -6.011)
C (-1.583, 3.255, -2.329)
C (-3.070, 3.436, -2.279)
O (-3.736, 3.014, -3.477)
C (-5.128, 3.394, -3.480)
H (1.127, 2.189, -3.192)
H (1.115, 3.009, -1.588)
H (2.438, 3.241, -2.692)
H (1.011, 4.642, -4.193)
H (0.751, 5.168, -2.543)
H (-2.548, 5.164, -4.066)
H (-1.010, 5.903, -4.437)
H (-1.592, 5.857, -2.683)
H (-2.135, 2.841, -4.761)
H (-0.572, 2.162, -4.569)
H (0.286, 3.943, -6.110)
H (-1.232, 4.724, -6.178)
H (-1.055, 3.148, -6.878)
H (-1.254, 3.619, -1.366)
H (-1.414, 2.160, -2.407)
H (-3.305, 4.476, -2.040)
H (-3.465, 2.834, -1.448)
H (-5.675, 2.632, -2.961)
H (-5.408, 3.585, -4.529)
H (-5.260, 4.344, -2.935)
C (2.775, -2.797, -3.442)
C (3.768, -3.778, -2.836)
N (3.813, -3.711, -1.284)
C (2.582, -4.340, -0.776)
C (5.080, -4.507, -0.826)
C (5.044, -5.974, -1.177)
C (4.062, -2.292, -0.729)
C (5.362, -1.633, -1.231)
O (6.305, -1.995, -0.288)
C (7.467, -1.295, -0.621)
H (3.093, -1.750, -3.256)
H (1.780, -2.865, -3.015)
H (2.681, -2.902, -4.522)
H (4.754, -3.598, -3.193)
H (3.514, -4.831, -3.042)
H (2.608, -4.443, 0.292)
H (2.536, -5.323, -1.249)
H (1.741, -3.683, -1.035)
H (5.186, -4.214, 0.206)
H (5.964, -4.140, -1.362)
H (4.391, -6.570, -0.579)
H (6.014, -6.402, -0.933)
H (4.939, -6.187, -2.243)
H (4.131, -2.471, 0.337)
H (3.254, -1.635, -0.935)
H (5.242, -0.530, -1.244)
H (5.682, -1.909, -2.287)
H (7.633, -1.434, -1.689)
H (8.345, -1.669, -0.090)
H (7.324, -0.208, -0.425)
B (-0.796, -0.529, 0.078)
F (-0.878, -1.247, -1.144)
F (-1.702, 0.598, -0.017)
F (-1.249, -1.383, 1.142)
F (0.498, -0.066, 0.453)

Summary:
LUMO level: -5.8 eV
net charge: +3

=====

[6]
DFT (wB97M-V/def2-TZVPD) results for a single C6H10O molecule.

Atoms and positions in Å:
O (-1.816, -1.033, 0.227)
C (-1.543, -0.321, -0.966)
C (-0.170, -0.651, -1.562)
C (0.965, -0.612, -0.531)
C (1.194, 0.742, 0.129)
C (0.229, 1.344, 1.117)
C (1.320, 0.867, 1.621)
H (-2.331, -0.608, -1.670)
H (-0.202, -1.655, -2.004)
H (0.031, 0.055, -2.382)
H (1.898, -0.922, -1.021)
H (0.759, -1.366, 0.242)
H (1.775, 1.432, -0.493)
H (-0.708, 1.864, 1.254)
H (-1.635, 0.763, -0.802)
H (1.941, 0.681, 2.483)
H (-1.237, -0.678, 0.915)

Summary:
structure (SMILES): OCCCC1C=C1
energy relative to the best compared isomer or geometry (same formula, charge and spin): 56.41 kcal per mole
LUMO level: 1.1 eV
net charge: 0

=====

What did the third record say?
DFT (wB97M-V/def2-TZVPD) results for a 2-piece molecular cluster, C10H14N4O overall in a non-equilibrium geometry.

Atoms and positions in Å:
C (-8.427, -1.620, 1.195)
C (-8.358, -0.304, 1.387)
C (-8.584, -0.850, -0.859)
C (3.824, -0.022, 1.301)
C (2.694, -1.057, -0.321)
C (2.254, 0.293, -0.299)
C (-8.604, 1.560, -0.259)
C (2.108, -2.110, -1.169)
C (1.411, 0.960, -1.308)
C (3.145, 2.392, 1.157)
N (-8.560, -1.877, -0.170)
N (-8.489, 0.354, 0.139)
N (3.587, -1.134, 0.652)
N (2.855, 1.014, 0.657)
O (-8.514, 2.520, -0.862)
H (-8.286, -2.285, 2.025)
H (-8.172, 0.309, 2.333)
H (-8.667, -0.557, -1.921)
H (4.278, 0.033, 2.244)
H (1.136, -1.672, -1.651)
H (2.067, -2.999, -0.702)
H (2.835, -2.212, -2.092)
H (0.620, 1.695, -1.036)
H (0.819, 0.309, -1.862)
H (1.998, 1.635, -1.843)
H (3.347, 2.914, 0.222)
H (2.191, 2.711, 1.535)
H (3.948, 2.442, 1.793)
H (4.057, -2.014, 0.832)

Summary:
LUMO level (alpha / beta): -7.3 / -7.6 eV
net charge: +2
multiplicity: 3

=====

Q: The highest net charge belongs to which entry?
A: C28H62BF4N6O2

=====

Q: The lowest net charge belongs to which entry?
A: C18H17N7O2PdS2

=====

Q: Which of these has the highest net charge?
A: C28H62BF4N6O2